DFT (the ωB97M-V functional and the def2-TZVPD basis) results for a molecular structure, C39H38GaN2O3P2SSe2.

Last column: Löwdin charge in e.
Cartesian coordinates (Å):
Ga -0.135881 1.833804 -1.279478  0.50
Se -0.335051 4.123123 -2.354181  1.00
Se 2.246191 4.390292 -2.431221  0.89
C 2.934799 2.570238 -2.346991  -0.59
C 4.275289 2.425044 -2.768078  -0.07
C 4.872424 1.250342 -2.417260  -0.01
C 4.117349 0.213057 -1.847162  -0.01
C 2.733448 0.408531 -1.710739  -0.11
N 2.159605 1.602583 -1.834449  -0.01
C -0.211525 2.883978 -3.782135  -0.65
C -0.045562 3.219709 -5.115392  -0.05
C -0.127496 2.224539 -6.054932  0.01
C -0.480944 0.950617 -5.646644  0.01
C -0.502055 0.660214 -4.298222  -0.05
N -0.378551 1.597378 -3.348483  -0.02
H 4.864425 3.233299 -3.226893  0.14
H 5.916584 1.134127 -2.471805  0.12
H 4.515463 -0.688629 -1.350604  0.13
H 2.105020 -0.445486 -1.481330  0.11
H 0.193484 4.228656 -5.411515  0.13
H 0.090127 2.505200 -7.090652  0.15
H -0.632451 0.212136 -6.397721  0.13
H -0.677284 -0.369955 -3.943036  0.15
O 0.155688 0.205547 -0.343944  -0.33
P -0.451107 -0.862253 0.602346  0.89
C -2.310287 -0.854443 0.466280  -0.23
P -3.220155 0.632176 -0.260969  0.85
O -2.169598 1.643626 -0.753667  -0.39
C -4.350192 -0.091512 -1.431343  -0.29
C -5.005843 -1.299679 -1.132358  -0.08
C -6.153674 -1.708893 -1.863899  -0.05
C -6.662006 -0.993101 -2.902654  -0.03
C -5.953773 0.177829 -3.269544  -0.05
C -4.929180 0.671949 -2.499716  -0.07
C -4.234390 1.350490 1.029825  -0.28
C -3.963057 2.660812 1.488249  -0.06
C -4.732009 3.284936 2.483282  -0.05
C -5.736675 2.563574 3.066049  -0.05
C -5.943634 1.248017 2.707535  -0.05
C -5.235649 0.640196 1.699026  -0.07
C 0.145025 -2.469614 0.105171  -0.27
C 0.840358 -3.413424 0.849831  -0.06
C 1.243899 -4.632830 0.309438  -0.04
C 0.967731 -4.929521 -1.030297  -0.03
C 0.280461 -4.006630 -1.829625  -0.05
C -0.223859 -2.846908 -1.235964  -0.08
C -0.010605 -0.763122 2.346710  -0.29
C 0.821787 0.261938 2.781633  -0.09
C 1.049809 0.430256 4.139028  -0.04
C 0.487293 -0.437305 5.077612  -0.05
C -0.314511 -1.465536 4.684525  -0.05
C -0.547974 -1.624676 3.319378  -0.08
H -2.771866 -1.130960 1.404597  0.07
H -2.581437 -1.723534 -0.174896  0.06
H -4.716047 -1.900494 -0.277092  0.10
H -6.543298 -2.671324 -1.475274  0.13
H -7.575732 -1.205422 -3.441410  0.13
H -6.335863 0.773571 -4.094278  0.12
H -4.440977 1.639276 -2.715084  0.11
H -3.194142 3.242809 0.996271  0.09
H -4.553942 4.332928 2.835669  0.14
H -6.308109 3.042863 3.841296  0.12
H -6.715256 0.684189 3.213294  0.12
H -5.440467 -0.424731 1.558011  0.11
H 1.086401 -3.215080 1.862431  0.10
H 1.787753 -5.346620 0.998665  0.15
H 1.346309 -5.893670 -1.451974  0.14
H 0.082398 -4.232981 -2.861939  0.11
H -0.972050 -2.265922 -1.686458  0.07
H 1.196447 1.015772 2.111334  0.08
H 1.564878 1.299422 4.496329  0.11
H 0.752161 -0.297445 6.112575  0.12
H -0.689255 -2.185719 5.433075  0.14
H -1.054190 -2.539010 3.007789  0.12
O 4.515474 -1.130207 1.979340  -0.57
S 4.431024 0.473454 1.689553  0.87
C 5.643842 1.260770 2.814815  -0.46
C 6.875621 0.420779 3.117757  -0.24
C 6.587847 -1.077198 3.412614  -0.17
C 5.659921 -1.863312 2.462451  -0.23
H 5.062005 1.403643 3.742323  0.07
H 5.821620 2.266049 2.388979  0.09
H 7.396719 0.878232 4.012734  0.13
H 7.601991 0.565624 2.245098  0.13
H 6.135533 -1.105642 4.407061  0.12
H 7.518255 -1.632878 3.372689  0.12
H 5.264043 -2.710620 3.064697  0.13
H 6.221104 -2.281308 1.603944  0.12

Atomic forces in eV per Å
-0.745 -2.026 -0.573
2.546 -0.264 0.641
-1.081 0.001 0.288
-0.320 0.879 -0.345
-1.286 0.992 0.213
-0.592 -1.608 1.229
-0.823 0.409 0.376
1.038 -1.117 0.255
-0.459 0.841 -0.404
-0.586 -1.009 -0.483
0.232 0.575 1.058
-0.008 0.064 -0.626
0.625 0.419 -0.167
-0.627 -1.165 0.718
0.120 1.198 -0.486
-0.569 -0.311 0.241
1.169 -0.100 -0.385
0.067 0.466 -0.944
-0.010 0.282 0.382
-0.101 0.188 0.079
-0.352 -0.442 0.262
-0.085 -0.727 -0.160
0.180 0.641 -0.214
0.071 0.972 -0.034
-0.657 -1.307 1.402
-0.052 -0.227 -1.255
0.496 -0.877 1.196
0.941 0.408 -0.760
-1.548 -0.030 -1.002
-0.211 0.604 -0.501
0.983 -1.617 2.005
0.744 1.383 -0.643
-0.967 0.174 0.216
1.890 0.118 0.526
0.478 1.048 0.802
-0.166 0.289 -0.485
0.920 0.649 -0.406
-0.062 0.196 0.441
-0.777 -0.315 0.203
0.214 -0.742 0.046
-1.064 -0.887 -2.308
0.290 0.160 -0.090
0.202 -0.593 0.395
0.957 -0.517 0.072
-0.385 0.223 0.952
1.439 -0.748 1.546
-0.018 0.722 0.231
-0.433 0.594 0.432
-0.520 -0.226 0.136
1.047 1.103 0.059
-0.321 -1.100 -0.444
-0.261 -0.989 -0.405
0.191 0.226 0.591
0.373 0.573 0.101
0.045 -0.107 -0.177
-0.274 0.803 -0.679
0.114 -0.450 0.095
0.132 -0.060 0.108
-0.546 -0.504 -0.139
0.101 -0.066 0.007
0.041 -1.130 -0.646
-0.324 -0.138 0.163
0.015 -0.064 0.031
0.092 0.376 -0.432
0.276 0.256 0.767
-0.745 0.829 -1.146
-0.506 1.019 0.319
-0.216 -0.083 -0.168
-0.624 0.867 -1.214
0.254 -0.015 -0.289
0.518 0.145 -0.003
-0.187 0.057 0.227
0.077 0.439 -0.701
-0.299 0.330 -0.026
-0.644 -1.070 0.685
1.033 0.662 -0.688
-1.386 -0.120 0.997
1.553 0.477 -1.060
-0.591 0.623 -0.397
0.596 0.341 0.168
0.418 0.113 -0.143
0.169 -0.602 0.111
-0.581 -0.572 -0.961
-0.853 -0.494 1.074
0.254 -0.211 0.054
0.210 0.025 0.517
0.017 0.515 -0.665
-0.268 0.363 0.238

## Properties
energy: -262640.7465 eV
frontier orbital gap: 3.8 eV
net charge: +3